1.
CH3ClF3ILuNb | ωB97M-V/def2-TZVPD

Calculated values
Total charge: +2
HOMO energy: -16.823 eV
Kohn-Sham gap: 4.881 eV

Cartesian coordinates (Å):
Lu (-2.83099, -2.05034, -0.42627)
I (-0.38503, 2.72023, 1.11804)
Nb (-0.56385, 0.21948, -0.04091)
Cl (-0.58702, -0.99466, 2.09420)
F (2.10507, -1.20023, -0.02680)
F (2.15226, 0.62915, 0.99790)
F (2.25008, 0.63415, -1.11990)
C (1.72504, 0.05738, -0.09797)
H (-0.76234, -1.38513, -0.95065)
H (-0.66743, 1.05078, -1.62402)
H (-2.43579, 0.31918, 0.07637)

Atom charges from the Löwdin analysis, given in e for atoms 1 to 6: Lu 1.86; I 0.50; Nb 0.57; Cl -0.05; F 0.10; F 0.07

=====

2.
C3H6N4O | ωB97M-V/def2-TZVPD

Calculated values
HOMO energy: -9.285 eV
Relative energy (zero: lowest compared OMol25 entry of this formula, charge and spin): 128.6 kcal per mole
Kohn-Sham gap: 9.394 eV
SMILES string: CN/N=C(/C#N)NO

Cartesian coordinates (Å):
O (2.50449, -0.15404, -0.98298)
N (-0.99123, -1.07968, 0.33958)
N (1.26385, 0.18919, -0.24640)
N (-0.95610, -0.35015, -0.86630)
N (0.47210, 2.24616, -2.92822)
C (0.17214, 0.22495, -1.15420)
C (0.30025, 1.31259, -2.24083)
C (-1.16277, -0.26967, 1.59405)
H (3.02740, 0.29534, -0.36822)
H (-0.20370, 0.17268, 2.12101)
H (-1.78140, -1.83274, 0.49080)
H (-1.79505, 0.55452, 1.32241)
H (0.92602, -0.49822, 0.49413)
H (-1.77598, -0.81093, 2.42517)

Atom charges from the Löwdin analysis, given in e for atoms 1 to 6: O -0.01; N -0.18; N -0.02; N 0.04; N 0.14; C -0.32